Formula: C8H23N4O11P
Source: the Open Molecules 2025 dataset
Level of theory: the ωB97M-V functional and the def2-TZVPD basis

Results
Spin multiplicity = 1
Total charge = 0
Highest occupied orbital energy = -8.772 eV
Molecular weight = 382.263 g mol⁻¹
E_tot = -46429.89981 eV
Structure (SMILES) = C[N+](=O)[O-].C[N+](=O)[O-].C[N+](=O)[O-].C[N+](=O)[O-].CCOP(O)CCO

Geometry (Å):
1 C -0.3431 2.0203 -0.3971
2 N -0.4802 3.1170 0.5990
3 O -0.7575 2.8239 1.7445
4 O -0.3077 4.2504 0.1945
5 H -0.5140 1.0753 0.1047
6 H -1.0806 2.2015 -1.1724
7 H 0.6585 2.0852 -0.8097
8 C 1.5071 3.7618 -4.4199
9 N 1.5917 2.5839 -3.5119
10 O 2.6579 2.3561 -2.9781
11 O 0.5798 1.9350 -3.3470
12 H 2.4817 4.2347 -4.4515
13 H 1.1964 3.3934 -5.3929
14 H 0.7463 4.4199 -4.0102
15 C 1.9575 -4.4110 4.7332
16 N 1.2015 -5.0048 3.5949
17 O -0.0031 -5.0943 3.6993
18 O 1.8511 -5.3538 2.6306
19 H 1.2494 -4.1490 5.5094
20 H 2.6724 -5.1573 5.0660
21 H 2.4817 -3.5416 4.3480
22 C 5.1847 4.2765 -1.4002
23 N 5.6458 4.5983 -2.7790
24 O 4.9458 5.3264 -3.4549
25 O 6.6904 4.1007 -3.1384
26 H 4.2477 4.7933 -1.2329
27 H 5.0602 3.1988 -1.3537
28 H 5.9528 4.6008 -0.7050
29 C -0.6088 -3.0964 1.2116
30 C -0.9449 -2.0961 0.1023
31 O -1.5870 -0.9119 0.5766
32 P -2.9970 -0.9180 1.4313
33 O -3.6970 0.4182 0.7664
34 C -3.9904 -2.1478 0.4923
35 C -5.4780 -1.9204 0.7208
36 O -6.2793 -3.0326 0.3347
37 H -1.2346 -3.9875 1.1759
38 H 0.4243 -3.4330 1.1264
39 H -0.7379 -2.6327 2.1891
40 H -0.0345 -1.7452 -0.3830
41 H -1.5574 -2.5571 -0.6768
42 H -3.5773 1.1726 1.3504
43 H -3.7584 -2.1153 -0.5767
44 H -3.7177 -3.1359 0.8786
45 H -5.6756 -1.7559 1.7837
46 H -5.7990 -1.0266 0.1830
47 H -5.8237 -3.5194 -0.3559



Formula: C8H23O2PTl
Source: the Open Molecules 2025 dataset
Level of theory: the ωB97M-V functional and the def2-TZVPD basis

Results
Spin multiplicity = 1
ΔE to the lowest compared entry with this formula, charge and spin = 14.8 kcal/mol
Total charge = +1
Highest occupied orbital energy = -10.677 eV
Molecular weight = 386.627 g mol⁻¹
E_tot = -26728.63688 eV

Geometry (Å):
1 Tl 0.1310 -0.1551 -0.1441
2 H -0.2194 0.9244 -1.3817
3 H 0.2183 0.1059 -1.7720
4 P 0.8963 -2.2535 -0.9538
5 C 2.6621 -2.5836 -0.6737
6 H 2.9146 -3.6181 -0.9715
7 H 3.2722 -1.8767 -1.2571
8 H 2.9002 -2.4418 0.3920
9 C 0.0474 -3.5909 -0.0475
10 H -1.0376 -3.5174 -0.2185
11 H 0.4168 -4.5731 -0.3920
12 H 0.2341 -3.4791 1.0309
13 C 0.6316 -2.6814 -2.7027
14 H 1.2083 -1.9988 -3.3466
15 H 0.9539 -3.7216 -2.8980
16 H -0.4357 -2.5780 -2.9534
17 C 1.8848 0.6576 0.1400
18 O 2.8807 1.0760 0.4201
19 H -1.4393 -0.7760 -0.5489
20 H 0.0480 -0.8551 1.2343
21 C -1.6490 3.1406 -0.5223
22 C -0.3186 2.8841 0.1979
23 O -0.2653 1.6796 0.9649
24 C -1.3481 1.4311 1.8574
25 C -1.3810 2.4847 2.9556
26 H -1.8913 2.3289 -1.2263
27 H -1.5491 4.0794 -1.0959
28 H -2.4818 3.2794 0.1837
29 H 0.4897 2.8816 -0.5403
30 H -0.0757 3.7107 0.8863
31 H -2.3075 1.3635 1.3030
32 H -1.1987 0.4694 2.3586
33 H -1.5892 3.4878 2.5604
34 H -2.1841 2.2252 3.6649
35 H -0.4185 2.4904 3.4964



Formula: C8H24BF4O8Tl
Source: the Open Molecules 2025 dataset
Level of theory: the ωB97M-V functional and the def2-TZVPD basis

Results
Spin multiplicity = 1
ΔE to the lowest compared entry with this formula, charge and spin = 85.1 kcal/mol
Total charge = +2
Highest occupied orbital energy = -13.944 eV
Molecular weight = 539.459 g mol⁻¹
E_tot = -41283.35727 eV

Geometry (Å):
1 Tl -1.2948 4.0343 3.3662
2 B -1.6997 0.7525 -0.4854
3 F -2.2613 -0.3196 -1.2041
4 F -1.7062 0.3893 0.8943
5 F -0.3838 0.8603 -0.8766
6 F -2.3807 1.8979 -0.7235
7 C 3.8254 1.0446 4.2467
8 C 2.8012 0.0400 4.6761
9 O 1.6579 0.6721 5.4327
10 O 3.0148 1.9304 3.4278
11 H 4.7989 0.7216 3.8778
12 H 4.0528 1.5658 5.1766
13 H 3.2453 -0.7905 5.2249
14 H 2.3988 -0.5702 3.8675
15 H 1.4317 0.1115 6.1785
16 H 3.4922 2.7323 3.2030
17 C 5.7858 2.5599 -3.8849
18 C 6.9891 2.3067 -2.8754
19 O 7.8897 3.3624 -2.9227
20 O 6.0387 1.7759 -5.0128
21 H 5.8183 3.5964 -4.2206
22 H 4.7948 2.3469 -3.4842
23 H 7.4101 1.3301 -3.1142
24 H 6.6017 2.2773 -1.8570
25 H 8.6498 3.0922 -3.4431
26 H 6.7703 2.1176 -5.5320
27 C -0.0112 -5.6076 -2.2070
28 C -1.0535 -5.4900 -3.3439
29 O -2.3334 -5.0326 -2.9802
30 O 0.3894 -4.3284 -1.6593
31 H 0.9630 -6.0105 -2.4837
32 H -0.5442 -6.1262 -1.4100
33 H -1.1787 -6.4611 -3.8230
34 H -0.6854 -4.8368 -4.1351
35 H -2.2409 -4.0891 -2.8286
36 H -0.3379 -3.7409 -1.4411
37 C -7.2724 0.8283 2.0998
38 C -8.8450 1.0391 1.8053
39 O -8.9780 1.3475 0.4276
40 O -6.6074 2.0542 1.9583
41 H -6.8497 0.2997 1.2455
42 H -6.9533 0.3955 3.0480
43 H -9.1656 1.8363 2.4759
44 H -9.3637 0.1142 2.0579
45 H -9.8741 1.5885 0.1814
46 H -6.7992 2.3823 1.0767



Formula: C8H24BF4O8Tl
Source: the Open Molecules 2025 dataset
Level of theory: the ωB97M-V functional and the def2-TZVPD basis

Results
Spin multiplicity = 1
ΔE to the lowest compared entry with this formula, charge and spin = 95.6 kcal/mol
Total charge = +2
Highest occupied orbital energy = -14.098 eV
Molecular weight = 539.459 g mol⁻¹
E_tot = -41282.90561 eV

Geometry (Å):
1 Tl 3.8749 -20.6063 -1.7043
2 B 1.3072 -17.5693 -5.6746
3 F 1.5376 -16.4209 -6.4727
4 F 2.1640 -18.5889 -6.1051
5 F 1.4692 -17.2549 -4.3531
6 F 0.0076 -18.0254 -5.7451
7 C 0.1593 -24.1101 -5.1517
8 C 1.4012 -24.3290 -6.0331
9 O 2.6143 -24.1278 -5.3383
10 O 0.1242 -22.8669 -4.5113
11 H 0.0665 -24.9405 -4.4519
12 H -0.7680 -24.1730 -5.7212
13 H 1.4542 -23.6377 -6.8742
14 H 1.4445 -25.3634 -6.3740
15 H 3.1735 -24.9053 -5.4036
16 H -0.4347 -22.2199 -4.9478
17 C 0.5396 -10.6192 -4.4064
18 C -0.8500 -11.2599 -4.8510
19 O -1.4927 -10.4999 -5.8250
20 O 0.1526 -9.3987 -3.6984
21 H 1.2181 -10.3610 -5.2195
22 H 1.1128 -11.2414 -3.7192
23 H -1.3444 -11.3337 -3.8824
24 H -0.5865 -12.2678 -5.1717
25 H -1.4950 -10.8602 -6.7149
26 H -0.4305 -8.8533 -4.2315
27 C 5.2002 -18.8512 -11.8448
28 C 4.5215 -17.4839 -12.0034
29 O 5.1283 -16.7520 -13.0185
30 O 6.6019 -18.7699 -11.6303
31 H 5.1876 -19.3986 -12.7873
32 H 4.6818 -19.3551 -11.0291
33 H 4.3870 -16.9503 -11.0624
34 H 3.5081 -17.7936 -12.2590
35 H 6.0861 -16.7804 -13.0769
36 H 6.6248 -18.1309 -10.9142
37 C 7.4858 -17.2757 -5.4264
38 C 7.7079 -16.3658 -4.1501
39 O 6.5931 -16.4477 -3.3427
40 O 7.6657 -18.5716 -4.9281
41 H 8.2994 -17.0077 -6.1005
42 H 6.5573 -16.8797 -5.8376
43 H 8.0444 -15.3857 -4.4881
44 H 8.6333 -16.7990 -3.7706
45 H 6.6820 -15.7872 -2.6517
46 H 8.1980 -19.0494 -5.5684



Formula: C8H24BrO4
Source: the Open Molecules 2025 dataset
Level of theory: the ωB97M-V functional and the def2-TZVPD basis

Results
Spin multiplicity = 1
ΔE to the lowest compared entry with this formula, charge and spin = 72.3 kcal/mol
Total charge = -1
Highest occupied orbital energy = -3.535 eV
Molecular weight = 264.180 g mol⁻¹
E_tot = -86917.44583 eV

Geometry (Å):
1 Br 1.7189 0.0622 0.2546
2 C -3.7926 -0.9311 1.3538
3 C -4.1074 -0.1408 2.6856
4 O -3.8926 1.2769 2.5454
5 H -3.9160 -1.9768 1.6356
6 H -2.8012 -0.7368 0.9447
7 H -4.5767 -0.8991 0.5973
8 H -3.4016 -0.5290 3.4199
9 H -5.1211 -0.4345 2.9585
10 H -4.0362 1.7526 3.3668
11 C 3.2114 -4.3613 5.0748
12 C 2.4325 -4.4736 3.7865
13 O 1.0968 -3.9430 3.9790
14 H 4.2752 -4.4399 4.8504
15 H 2.8207 -5.1908 5.6642
16 H 3.0630 -3.3748 5.5139
17 H 2.3955 -5.5120 3.4572
18 H 3.0315 -3.9053 3.0749
19 H 1.0461 -3.0764 3.5692
20 C -2.4948 -1.8720 -5.0502
21 C -1.9878 -0.3956 -5.0172
22 O -1.8469 -0.0208 -3.6494
23 H -2.4877 -2.2319 -6.0791
24 H -3.4259 -1.9392 -4.4875
25 H -1.7862 -2.4914 -4.5004
26 H -2.5970 0.3831 -5.4761
27 H -1.0172 -0.0490 -5.3719
28 H -1.4095 -0.8313 -3.3784
29 C 3.5266 5.5333 -2.6094
30 C 3.2328 5.9799 -1.2246
31 O 2.3456 5.0827 -0.6636
32 H 2.6038 5.4536 -3.1840
33 H 4.0320 4.5679 -2.6368
34 H 4.0792 6.2801 -3.1796
35 H 2.7118 6.9372 -1.2366
36 H 4.1371 6.0584 -0.6211
37 H 2.9381 4.3884 -0.3662



Frontier orbital gap for the records above, in order: 8.69; 7.15; 1.22; 1.29; 6.55 eV